C36H100IN9O11V as an isolated structure. Source: the Open Molecules 2025 dataset; level of theory: the ωB97M-V functional and the def2-TZVPD basis.

```
158
Properties=species:S:1:pos:R:3:forces:R:3:lowdin_charge:R:1
I 0.02377 0.39558 0.44971 0.250 -0.056 -0.156 0.38
V -1.67823 -3.70795 -0.12984 -4.562 2.837 1.392 1.02
O 3.09106 2.96646 3.92074 -0.025 0.634 -0.531 -0.22
O 1.20840 -3.41554 -6.30075 -0.002 -1.587 -0.834 -0.16
O 4.27493 -1.93894 3.01162 -0.021 0.060 0.071 -0.15
O -2.63658 -1.48902 5.94648 -0.774 0.318 1.507 -0.15
O -2.30156 -2.72562 1.65336 1.141 -1.233 -3.098 -0.38
O -4.40969 -3.37921 -2.44324 -0.234 -1.260 0.114 -0.21
O -0.74554 -4.89063 -1.89439 0.494 -0.494 -1.176 -0.28
O -3.50343 4.92389 5.30915 1.131 0.557 -0.536 -0.18
O -3.08068 -4.35363 -0.49934 2.139 -0.384 0.499 -0.29
O 3.67224 1.08049 -1.81600 1.562 -1.094 -0.059 -0.22
O -2.11207 5.51636 -3.26056 1.458 -0.524 -0.004 -0.17
N 1.51496 0.17320 -3.36443 -0.910 0.155 -0.104 0.05
N 2.76169 2.91098 0.17189 -0.421 0.594 0.222 0.04
N -2.15393 -1.86878 -1.39487 1.590 -1.997 0.941 0.00
N -0.77598 -1.32451 -3.86041 -0.344 -0.048 -0.389 0.03
N 2.32707 -3.90926 1.94495 0.569 -0.951 -1.918 0.00
N -1.32733 -0.48371 3.58197 0.723 -0.432 0.744 0.02
N 0.20653 2.76692 -2.20853 0.067 -0.624 -0.572 0.03
N -2.82018 2.14713 2.86249 0.146 0.182 0.749 0.04
N 0.46383 -3.10177 -0.00786 -0.735 0.189 -0.386 -0.02
C -3.28543 0.15136 -1.69741 -1.568 0.581 0.629 -0.06
C 3.64029 1.38097 -3.19680 0.080 -0.013 -0.849 -0.19
C -3.41495 5.05134 -3.16460 -0.732 0.178 0.021 -0.14
C 2.52350 1.00190 -5.42532 -0.733 0.047 -0.234 -0.04
C 2.59179 3.33242 2.58911 0.747 -0.058 1.687 -0.15
C -0.53180 -2.42554 -4.77842 0.189 0.500 -1.104 -0.35
C -0.74249 -0.32287 4.94488 -1.623 0.621 -1.075 -0.37
C -0.91636 3.63695 -2.03090 -0.882 0.843 0.683 -0.45
C 0.96693 -3.28513 -1.35689 1.186 -1.475 -0.370 -0.40
C 0.66505 -4.73188 -1.81569 0.752 0.440 0.354 -0.17
C -3.60777 4.43121 2.41224 -0.149 0.728 -0.051 -0.06
C -3.48863 -1.36720 -1.48867 -0.369 1.138 -0.991 -0.35
C 5.12761 -0.82699 2.92124 0.298 1.383 -0.111 -0.12
C 1.99855 -2.82239 2.85135 0.553 -1.047 -0.544 -0.40
C -4.25663 -2.00864 -2.68753 -0.340 0.015 1.330 -0.17
C -4.71286 -4.10620 -3.62323 0.453 1.345 -0.540 -0.09
C 1.71212 -4.52782 -5.57656 -0.749 0.098 -0.253 -0.09
C -0.75732 4.54504 -0.77643 -0.539 0.134 -0.938 -0.03
C -2.24562 5.62665 5.37104 0.041 0.081 0.360 -0.11
C -3.36688 3.59991 4.80971 0.667 0.285 -0.801 -0.18
C 2.75008 0.44756 -4.02238 0.953 -0.159 0.104 -0.44
C 0.10047 0.96092 4.98831 0.171 0.278 0.700 -0.07
C -1.93157 -0.26588 5.97361 1.774 0.133 -1.019 -0.22
C 2.59123 3.80918 4.96440 0.262 -1.174 0.212 -0.12
C 2.96497 -1.64782 2.54494 -0.944 -0.742 1.436 -0.18
C 3.30742 2.57165 1.47905 1.528 -0.843 -0.179 -0.44
C -1.71526 -2.30596 -5.76749 0.293 -1.126 -0.712 -0.05
C 2.00625 -3.47283 4.20275 0.010 0.416 1.335 -0.06
C -2.78246 3.53042 3.35019 -1.264 0.285 -0.215 -0.40
C -3.58191 -1.51855 7.02535 -0.804 0.362 -0.288 -0.12
C -1.19341 -6.02478 -2.72384 -1.089 0.682 1.380 -0.01
C 4.84953 2.79502 1.43925 -0.689 0.428 0.112 -0.04
C 4.69842 0.09552 -1.50101 -0.750 -0.415 -0.398 -0.06
C -1.13346 4.46270 -3.29518 0.631 0.728 -0.316 -0.19
C 2.45808 -2.96186 -1.42049 -0.305 0.050 -0.571 -0.03
C 0.85914 -2.32110 -5.54216 -0.877 0.659 1.185 -0.20
H 5.29572 2.29276 0.58091 -0.239 -0.158 -0.176 0.06
H 0.07055 -0.92953 -3.47638 0.611 -0.129 0.058 0.02
H -3.74077 5.44974 2.77695 0.295 0.093 0.225 0.07
H -2.92324 0.63910 -0.79241 0.309 -0.374 0.223 0.03
H -3.80054 -4.15838 -4.21742 0.236 -0.303 -0.241 0.07
H -2.77727 3.04643 5.54054 0.310 -0.365 -0.191 0.11
H 1.57337 -0.05428 -2.38212 0.709 -0.063 0.384 0.03
H 1.06217 -5.45852 -1.10690 0.024 0.059 0.698 0.13
H -2.60358 0.47985 -2.48180 -0.113 -0.509 -0.282 0.08
H 2.93768 4.84247 4.98423 0.227 0.089 -0.530 0.08
H 4.77010 -0.08376 -0.42825 -0.120 0.616 0.033 0.07
H 5.45645 -0.61658 1.90355 -0.048 -0.216 -0.359 0.07
H -0.98874 -6.96165 -2.20570 0.171 0.018 0.005 0.10
H 3.28936 2.36247 -0.49203 0.273 0.211 -0.247 0.03
H -1.64318 -1.12535 -0.94038 0.615 0.136 0.844 -0.07
H -2.87944 -1.98155 1.39464 0.475 -0.475 0.431 -0.04
H 1.72213 -4.71804 1.94031 -0.652 0.116 0.598 0.09
H -3.67755 4.37027 -3.97410 0.089 -0.388 -0.059 0.09
H 4.69251 0.10763 3.27520 -0.832 0.049 -0.054 0.08
H 2.50054 -0.82849 3.09367 0.428 0.596 0.063 0.12
H 2.14453 -5.23584 -6.28354 0.645 0.474 0.023 0.10
H -3.15696 -1.60437 8.02543 0.438 -0.235 -0.089 0.08
H -1.79146 2.99469 -1.93194 -0.109 -0.189 0.328 0.12
H 3.21083 -4.34385 2.16896 0.481 0.485 0.090 0.09
H 2.53424 -1.88100 -1.30205 0.270 0.036 0.175 0.06
H 6.02926 -0.81131 3.53351 0.012 -1.271 0.146 0.09
H -2.38444 6.55833 5.91949 -0.317 -0.196 0.105 0.09
H 0.99630 1.03926 -3.33213 -0.551 0.464 -0.014 0.05
H -1.81536 0.35057 3.28886 -0.262 0.429 0.451 -0.01
H -0.55678 1.80001 4.76017 -0.091 0.139 0.022 0.06
H -2.57839 0.59031 5.78215 -0.340 0.058 -0.503 0.10
H 1.08292 3.26302 -2.13150 0.183 0.339 0.140 0.07
H -3.91476 -1.54151 -0.50068 -0.876 -0.067 -0.387 0.14
H -0.09437 5.35084 -1.09151 -0.096 0.332 0.238 0.08
H -4.36126 3.15469 4.77659 -0.161 0.142 0.078 0.13
H -3.61051 4.59720 -2.19320 -0.118 -0.260 0.083 0.08
H 1.72079 -2.75639 4.97304 0.367 -0.161 0.396 0.08
H 0.94902 1.05909 4.31124 -0.215 -0.618 -0.599 0.06
H 2.34694 -4.16783 -4.76693 0.581 -0.205 -0.133 0.08
H -3.78814 -1.85617 -3.65983 0.537 0.351 0.114 0.10
H 2.82375 4.38982 2.46184 -0.224 0.257 -0.276 0.12
H 5.03479 3.85840 1.28758 0.201 0.124 0.208 0.08
H 4.62156 1.31508 -3.66677 0.462 0.171 0.280 0.12
H 1.50495 3.80383 5.05426 -0.308 0.005 -0.446 0.07
H 1.89617 2.39043 0.17345 -0.737 0.197 -0.272 -0.08
H -0.84689 -6.08054 -3.75579 0.541 0.629 0.196 0.09
H -0.17437 -1.23252 5.13951 0.133 0.043 0.218 0.12
H -2.27118 -5.86230 -2.73512 0.004 -0.247 -0.084 0.08
H 5.38244 2.42002 2.31303 -0.230 0.216 0.196 0.07
H -0.54769 -0.45540 2.94053 0.161 -0.468 -0.254 -0.10
H 3.30275 2.40745 -3.34000 -0.186 0.134 0.354 0.13
H 2.94689 -3.99143 4.38807 0.482 0.746 0.260 0.08
H 5.67787 0.28874 -1.93855 0.049 0.766 0.152 0.09
H -4.62921 4.11029 2.20788 -0.047 -0.572 0.318 0.08
H -1.43604 5.07595 5.84999 -0.289 -0.538 0.594 0.08
H -5.38616 -3.47958 -4.20814 -0.487 -0.291 -0.294 0.09
H -1.24308 3.83983 -4.18293 -0.721 -0.501 0.049 0.12
H 2.80553 -3.20527 -2.42455 0.325 0.025 -0.035 0.07
H 3.38051 1.50061 -5.87802 0.164 -0.119 0.206 0.08
H 0.59895 1.16708 5.93547 -0.310 -0.096 0.543 0.07
H -4.40136 -2.22768 6.90815 0.795 -1.000 -0.423 0.08
H -0.32842 4.11760 0.12990 0.007 -0.600 -0.305 0.06
H 3.28356 -0.49184 -4.16739 0.197 -0.285 0.195 0.12
H -1.45330 0.00722 6.91423 -0.123 -0.602 0.728 0.12
H -1.75588 3.89224 3.29258 0.152 -0.122 0.318 0.12
H -1.73829 5.91373 4.45000 -0.792 -0.102 -0.778 0.08
H -1.75528 -1.31967 -6.22980 0.456 0.174 -0.024 0.08
H -3.14227 4.52337 1.43096 0.270 -0.138 -0.017 0.06
H 0.88587 -1.45684 -6.20582 -0.293 0.053 -0.021 0.12
H 1.64920 -2.17034 -4.80652 0.057 0.284 0.460 0.10
H -5.12413 -5.11083 -3.52484 0.011 0.245 0.776 0.09
H 0.47370 -2.53221 -1.97166 -0.333 -0.372 -0.328 0.11
H 1.51858 3.18390 2.70855 -0.247 -0.077 -0.938 0.11
H -2.73133 -2.43651 -5.39514 0.275 -0.252 0.607 0.05
H -1.74534 4.92722 -0.51981 0.093 0.436 0.060 0.06
H -0.16230 4.90250 -3.52217 0.032 0.742 0.219 0.12
H 1.23673 -5.02528 -2.69614 -0.596 0.438 -0.724 0.11
H -4.26133 0.62278 -1.81356 -0.132 0.141 -0.500 0.08
H 1.33831 -4.32886 4.29841 -0.698 0.325 -0.485 0.08
H 0.13448 2.18843 -1.38375 0.596 -0.655 0.093 -0.11
H -5.25853 -1.58377 -2.74910 -0.167 0.465 -0.018 0.13
H -4.24388 -0.65379 7.07121 0.500 0.998 -0.250 0.07
H 0.69333 -2.12565 0.11308 -1.118 1.185 0.621 -0.07
H -4.08685 5.90273 -3.27308 0.090 0.128 0.109 0.09
H 0.99583 -2.46150 2.62245 -0.159 0.122 -0.101 0.13
H -1.60812 -3.02375 -6.58075 0.042 -0.050 -0.133 0.08
H 1.68991 1.70393 -5.44482 0.042 0.356 0.301 0.08
H 0.94593 -5.14827 -5.11170 -0.593 0.248 0.238 0.06
H 2.93606 3.32943 5.88039 0.143 0.107 0.069 0.08
H 3.05945 -3.46515 -0.66341 -0.130 -0.029 -0.037 0.08
H 2.91375 -1.41212 1.48196 0.191 -0.027 -0.190 0.10
H 1.09997 -3.45173 0.69424 0.647 -0.971 -0.063 0.03
H 3.21748 1.48590 1.51304 -0.412 -0.329 1.103 0.10
H -1.04887 -0.60265 -4.51198 -0.331 0.685 0.368 0.08
H -3.68211 1.71896 3.16882 -0.232 -0.166 -0.081 0.08
H 2.18073 0.22189 -6.10516 0.306 -0.156 0.030 0.06
H 4.45950 -0.88530 -1.91212 -0.454 -0.109 -0.211 0.07
H -0.47850 -3.36211 -4.22336 -0.436 -0.275 -0.026 0.11
H -1.77987 -1.76363 -2.32713 0.656 -0.550 -0.944 0.04
H -2.81246 2.12373 1.85279 0.139 -0.022 -0.144 0.06
```
Positions in Å, forces in eV/Å.

Summary:
HOMO (spin up / spin down) = -7.5703 / -7.5744 eV
LUMO energy (spin up / spin down) = -0.5 / -0.4 eV
gap between HOMO and LUMO (spin up / spin down) = 7.07 / 7.22 eV
total energy = -108670.2144 eV
molar mass = 1013.10 g/mol
2S+1 = 2
strongest force on any atom = 5.5 eV/A